(1)
{
  "formula": "C23H36F3N2O8Si",
  "method": "the ωB97M-V functional and the def2-TZVPD basis",
  "orbital_gap_ev": 4.008,
  "e_tot_ha": -2198.63441,
  "lumo_ev": -0.2,
  "charge": -1,
  "species": ["Si", "F", "F", "F", "O", "O", "O", "O", "O", "O", "O", "O", "N", "N", "C", "C", "C", "C", "C", "C", "C", "C", "C", "C", "C", "C", "C", "C", "C", "C", "C", "C", "C", "C", "C", "C", "C", "H", "H", "H", "H", "H", "H", "H", "H", "H", "H", "H", "H", "H", "H", "H", "H", "H", "H", "H", "H", "H", "H", "H", "H", "H", "H", "H", "H", "H", "H", "H", "H", "H", "H", "H", "H"],
  "positions_angstrom": [[-1.72, -0.99, -0.85], [-1.65, 1.47, 3.72], [-0.05, 2.77, 4.33], [-1.86, 3.60, 3.50], [-4.41, -2.69, 2.24], [6.46, -1.27, -3.82], [-2.50, 0.32, -3.11], [7.83, 1.45, 0.72], [-2.80, 2.47, -2.52], [8.95, -0.97, -3.16], [-3.10, -3.42, 3.92], [5.34, 1.10, 0.09], [-1.07, 1.74, -0.23], [1.75, 0.43, -0.04], [-0.49, -1.66, -2.12], [-4.51, -1.35, 2.76], [-3.65, 0.62, 1.34], [-2.14, 0.89, -0.84], [-3.46, -3.49, 2.77], [8.56, 0.27, -1.18], [0.68, 1.53, -2.09], [8.17, -0.46, -2.38], [1.84, 0.73, -1.48], [-3.30, -2.01, -1.07], [-3.52, 1.06, -0.14], [-1.37, 2.65, 0.84], [-2.50, 1.28, -2.32], [-0.98, 2.58, 3.37], [7.60, 0.78, -0.40], [-0.99, -1.49, 0.83], [-4.81, -0.36, 1.64], [-2.96, -4.51, 1.78], [5.74, -0.09, -1.91], [6.13, 0.62, -0.71], [-0.15, 2.40, -1.16], [-0.36, 2.50, 2.01], [6.70, -0.60, -2.70], [-3.02, -2.93, -1.60], [0.03, 0.93, -2.72], [-0.51, -0.64, 1.33], [-0.70, 3.13, -1.77], [-5.13, -0.88, 0.74], [-3.74, -2.32, -0.12], [-5.31, -1.34, 3.51], [1.15, 2.25, -2.78], [-0.29, -2.32, 0.73], [-3.76, 2.12, -0.23], [-1.80, -1.83, 1.49], [0.38, 3.30, 1.98], [-3.59, -1.10, 3.29], [-5.67, 0.23, 1.97], [7.34, -1.52, -4.17], [0.51, -1.77, -1.68], [0.56, 2.97, -0.55], [-4.27, 0.55, -0.75], [6.95, 1.69, 1.07], [2.00, -0.17, -2.07], [-4.03, -1.51, -1.69], [-2.02, -4.91, 2.14], [-2.84, -4.07, 0.79], [2.76, 1.32, -1.62], [2.52, 0.88, 0.44], [-3.87, 1.52, 1.93], [-2.72, 0.23, 1.75], [-0.45, -1.11, -3.05], [-3.69, -5.32, 1.71], [0.14, 1.53, 1.93], [1.86, -0.57, 0.13], [4.68, -0.18, -2.13], [9.61, 0.37, -0.97], [-1.28, 3.69, 0.49], [-0.80, -2.68, -2.35], [-2.38, 2.57, 1.22]],
  "lowdin_charge": [0.62, 0.12, 0.11, 0.12, -0.03, 0.12, -0.06, 0.12, -0.03, 0.10, 0.09, 0.10, -0.10, 0.03, -0.17, -0.16, -0.19, -0.34, -0.55, 0.07, -0.16, -0.31, -0.27, -0.16, -0.16, -0.18, -0.73, -0.63, -0.23, -0.16, -0.15, 0.02, 0.08, -0.31, -0.20, -0.05, -0.23, 0.03, 0.08, 0.01, 0.11, 0.10, -0.01, 0.12, 0.11, 0.03, 0.12, 0.00, 0.12, 0.12, 0.11, 0.12, 0.00, 0.11, 0.11, 0.12, 0.09, 0.03, 0.09, 0.06, 0.09, 0.05, 0.10, 0.08, 0.02, 0.09, 0.11, 0.06, 0.13, 0.13, 0.13, 0.02, 0.08]
}

***

(2)
{
  "formula": "C23H36FeN7O4SeSi",
  "method": "the ωB97M-V functional and the def2-TZVPD basis",
  "de_lowest_ev": 0.000,
  "s2": 6.009,
  "orbital_gap_ev": [7.197, 7.026],
  "e_tot_ha": -5536.99190,
  "lumo_ev": [-4.3, -4.3],
  "charge": 1,
  "spin_multiplicity": 5,
  "species": ["Se", "Fe", "Si", "O", "O", "O", "O", "N", "N", "N", "N", "N", "N", "N", "C", "C", "C", "C", "C", "C", "C", "C", "C", "C", "C", "C", "C", "C", "C", "C", "C", "C", "C", "C", "C", "C", "C", "H", "H", "H", "H", "H", "H", "H", "H", "H", "H", "H", "H", "H", "H", "H", "H", "H", "H", "H", "H", "H", "H", "H", "H", "H", "H", "H", "H", "H", "H", "H", "H", "H", "H", "H", "H"],
  "positions_angstrom": [[-4.02, 1.63, 0.59], [-0.16, 0.27, 0.17], [0.91, 0.42, 3.29], [0.26, -0.07, 1.89], [0.82, -0.76, 4.40], [2.49, 0.83, 3.08], [0.11, 1.74, 3.83], [-3.93, 3.14, -0.29], [-0.78, -1.64, -0.80], [-2.49, 0.99, -0.02], [2.64, -2.02, -2.10], [-0.21, -3.40, -1.96], [1.65, -0.36, -1.06], [-0.78, 1.73, -1.38], [3.59, -1.03, -1.95], [-0.54, 1.66, 6.16], [4.49, 1.63, 2.14], [3.09, 2.03, 2.58], [-1.54, -3.57, -1.62], [2.90, -1.57, 5.32], [0.77, -2.87, 5.44], [-2.25, 4.16, -1.78], [-1.02, 3.95, -2.31], [-2.80, 3.12, -0.97], [-1.49, 3.32, 4.54], [2.30, 2.59, 1.40], [-2.01, 1.93, -0.82], [2.96, -0.02, -1.30], [-0.31, 2.73, -2.08], [1.93, -2.59, 3.24], [-1.87, -2.46, -0.90], [1.49, -1.57, -1.54], [-1.00, 1.89, 4.72], [1.62, -1.95, 4.59], [-2.10, 0.90, 4.35], [3.15, 3.05, 3.72], [0.20, -2.22, -1.44], [2.45, -3.54, 3.39], [2.80, -2.92, -2.52], [-2.10, -4.44, -1.92], [0.33, -4.05, -2.50], [5.06, 1.25, 2.99], [-2.80, 5.08, -1.93], [1.30, -3.80, 5.65], [3.69, 2.63, 4.56], [-2.31, 3.53, 5.23], [3.52, -2.45, 5.49], [-2.82, -2.21, -0.45], [-2.38, 1.04, 3.30], [0.52, -2.39, 6.39], [-0.56, 4.72, -2.91], [2.56, -1.93, 2.65], [1.33, 2.97, 1.73], [-1.74, -0.13, 4.46], [-1.36, 1.80, 6.86], [-0.15, 0.65, 6.26], [3.46, -0.84, 4.73], [-1.83, 3.47, 3.52], [3.65, 3.96, 3.39], [-2.97, 1.04, 4.98], [2.66, -1.12, 6.29], [-0.68, 4.02, 4.75], [-0.16, -3.11, 4.93], [1.00, -2.77, 2.69], [0.67, 2.59, -2.51], [2.14, 1.80, 0.66], [2.14, 3.30, 4.04], [3.37, 0.93, -0.99], [4.44, 0.85, 1.39], [2.86, 3.40, 0.93], [4.60, -1.15, -2.30], [5.02, 2.49, 1.73], [0.26, 2.37, 6.41]],
  "lowdin_charge": [1.23, 0.77, 0.03, -0.33, -0.10, -0.10, -0.10, -0.20, 0.06, -0.24, 0.13, 0.13, 0.07, 0.06, -0.05, -0.02, -0.03, -0.64, -0.05, -0.02, -0.03, 0.03, -0.02, -0.37, -0.03, -0.03, -0.47, -0.10, -0.08, -0.04, -0.09, -0.26, -0.64, -0.64, -0.03, -0.02, -0.26, 0.09, 0.16, 0.12, 0.16, 0.09, 0.13, 0.09, 0.10, 0.09, 0.09, 0.11, 0.05, 0.09, 0.12, 0.08, 0.08, 0.08, 0.09, 0.08, 0.08, 0.08, 0.09, 0.09, 0.09, 0.09, 0.09, 0.08, 0.13, 0.04, 0.08, 0.10, 0.08, 0.09, 0.12, 0.09, 0.09]
}

***

(3)
{
  "formula": "C23H36N4O2S2Sr",
  "method": "the ωB97M-V functional and the def2-TZVPD basis",
  "de_lowest_ev": 0.000,
  "orbital_gap_ev": 9.200,
  "e_tot_ha": -2094.14027,
  "lumo_ev": -4.8,
  "charge": 2,
  "species": ["Sr", "S", "S", "O", "O", "N", "N", "N", "N", "C", "C", "C", "C", "C", "C", "C", "C", "C", "C", "C", "C", "C", "C", "C", "C", "C", "C", "C", "C", "C", "C", "C", "H", "H", "H", "H", "H", "H", "H", "H", "H", "H", "H", "H", "H", "H", "H", "H", "H", "H", "H", "H", "H", "H", "H", "H", "H", "H", "H", "H", "H", "H", "H", "H", "H", "H", "H", "H"],
  "positions_angstrom": [[-0.01, -17.27, 3.48], [-1.55, -19.68, 6.17], [-0.84, -19.67, 0.55], [-0.74, -18.72, 5.27], [-0.13, -19.01, 1.72], [-1.86, -15.92, 4.88], [1.40, -16.07, 1.65], [2.51, -17.26, 4.85], [1.48, -14.41, -0.19], [1.32, -15.33, 0.72], [-0.96, -22.12, 7.53], [1.08, -15.74, 6.29], [0.86, -23.53, 6.80], [-3.05, -20.17, 3.69], [-1.21, -14.68, 5.31], [2.10, -22.33, 0.64], [-0.23, -22.12, -0.76], [2.53, -16.08, 5.74], [0.42, -21.42, 5.66], [-2.37, -20.34, 1.25], [1.74, -23.32, -0.22], [0.30, -14.80, 5.36], [0.09, -21.11, 0.17], [2.87, -13.89, -0.22], [-0.18, -23.25, 7.72], [-0.58, -21.15, 6.56], [0.58, -23.19, -0.96], [-2.90, -20.50, 5.17], [0.48, -14.21, -1.25], [1.28, -21.23, 0.86], [-2.26, -20.96, 2.62], [1.17, -22.60, 5.78], [-4.11, -20.27, 3.44], [-1.37, -13.89, 4.56], [3.20, -16.35, 6.63], [0.66, -14.81, 4.34], [1.61, -20.49, 1.60], [-3.10, -19.47, 1.27], [-2.77, -15.83, 4.48], [0.63, -13.78, 5.63], [3.28, -17.25, 4.17], [-0.32, -23.83, 8.59], [-1.21, -21.23, 2.93], [2.75, -12.85, -0.01], [-1.79, -21.97, 8.27], [-2.82, -21.56, 5.34], [0.97, -14.38, -2.22], [-2.87, -19.08, 3.63], [1.50, -24.37, 6.94], [2.63, -18.15, 5.35], [2.45, -24.10, -0.42], [3.44, -14.44, 0.56], [3.32, -14.04, -1.19], [-1.16, -22.06, -1.36], [0.75, -20.62, 5.04], [-0.37, -14.85, -1.01], [0.55, -16.71, 6.51], [-1.60, -14.27, 6.28], [3.01, -22.41, 1.26], [-2.65, -21.99, 2.51], [2.96, -15.21, 5.29], [-1.89, -16.64, 5.60], [-2.85, -20.98, 0.48], [-3.83, -20.18, 5.68], [1.31, -15.23, 7.24], [2.02, -22.74, 5.09], [0.26, -13.13, -1.17], [0.34, -23.87, -1.77]],
  "lowdin_charge": [1.46, 1.05, 1.02, -0.75, -0.71, -0.07, 0.05, -0.06, -0.20, -0.28, -0.06, -0.18, -0.03, -0.23, -0.26, -0.07, -0.07, -0.24, -0.11, -0.33, -0.06, -0.26, -0.39, 0.01, -0.04, -0.39, -0.07, -0.27, 0.00, -0.09, -0.22, -0.05, 0.13, 0.12, 0.14, 0.07, 0.11, 0.11, 0.08, 0.14, 0.09, 0.11, 0.12, 0.09, 0.13, 0.09, 0.10, 0.10, 0.11, 0.09, 0.12, 0.11, 0.09, 0.13, 0.08, 0.10, 0.10, 0.14, 0.12, 0.13, 0.11, 0.06, 0.11, 0.10, 0.12, 0.12, 0.11, 0.12]
}